[1]
ORCA calculation (ωB97M-V/def2-TZVPD) on C49H53CrN5O2SeTe as an isolated structure at a distorted geometry.

```
112
Properties=species:S:1:pos:R:3:lowdin_charge:R:1
H 3.5232 0.8598 -4.0053 0.07
C -0.7098 3.1825 -3.8853 -0.04
H 5.2054 -3.3304 -2.7233 0.13
H -4.4024 -4.4208 4.4825 0.11
C 2.0885 -0.5627 -6.1992 -0.06
N 0.3085 2.4867 -0.4936 -0.06
H 3.4716 5.7915 1.7091 0.11
H -2.4293 -0.2137 7.7991 0.06
H -1.5051 -3.3639 -0.1145 0.10
C -2.4284 -3.4097 -0.6521 -0.03
H -4.3751 -1.3693 -2.4728 0.11
C 4.6819 4.2250 1.2762 -0.11
C -4.0416 -2.2913 -2.0175 -0.01
H -0.6727 -3.2819 2.7897 0.08
H 5.5072 4.7740 1.7349 0.12
Te 0.7870 -0.6825 -3.1500 1.79
O -6.2386 4.0793 0.7989 -0.02
H 1.3518 4.5190 0.7671 0.11
C 1.9550 2.1307 -3.5259 -0.27
C -2.5121 -4.0461 3.6361 -0.06
C 4.8573 2.9586 0.8445 -0.09
C -3.2253 -1.3560 3.8124 -0.17
H -0.3313 5.7923 -2.9150 0.08
H -5.1194 -2.0313 4.6914 0.12
H 4.0295 2.4197 -3.3558 0.07
C 3.4529 -2.2059 -2.9137 -0.30
C 2.5256 2.7112 0.3053 -0.19
H -1.8486 0.1038 -3.1036 -0.01
H 3.9060 1.0836 0.0909 0.13
H 1.2966 -1.1926 -6.6202 0.10
H 0.9317 6.1600 -4.1210 0.09
C -4.3380 1.5494 5.3753 -0.18
C -1.9975 -1.7330 3.3681 -0.13
C -1.5888 -3.0901 3.2494 0.02
H -5.5847 -3.6479 -2.7985 0.11
H 1.6520 0.3963 -5.8298 0.07
H 3.2312 -1.1991 -1.0302 0.06
C -3.7328 -3.6430 4.1634 -0.07
C -4.1560 -2.3166 4.2417 0.02
H -5.3246 0.2028 4.0650 0.12
H 4.0610 -2.6972 -0.8634 0.09
H -2.3954 -0.6621 6.1602 0.05
C -4.4529 0.8505 3.9990 -0.13
H 6.4394 -4.1246 -4.6101 0.09
H -1.8442 0.9019 6.6063 0.09
C 2.2080 0.9995 3.9160 -0.12
H 0.4609 0.0365 4.7030 0.11
H -4.7818 -0.1659 6.6666 0.09
N -1.3420 -0.5673 2.9573 0.02
C 2.9309 -1.2325 -5.1750 -0.33
H -5.3539 2.0210 5.5297 0.13
H 1.7800 1.7419 3.3062 0.04
C 0.7899 1.2960 -3.5696 -0.45
N -3.2820 0.0157 3.6336 0.00
H 7.1101 -2.4966 -4.8338 0.10
H -2.7476 1.4088 -3.5940 0.10
Se -1.9071 2.2621 2.6655 0.77
H 2.0239 -0.7766 5.0905 0.13
Cr -1.1487 1.9961 0.2055 0.51
C 0.0544 5.5331 -3.8869 -0.02
C 3.4373 4.7934 1.2647 -0.06
C -3.0849 -4.6226 -0.8655 -0.01
N -5.7962 -6.8506 -1.6972 0.15
C -2.1767 0.4911 3.0521 -0.64
C 1.4548 -0.2248 4.2760 -0.27
H -4.4056 1.2842 7.4565 0.10
H -1.8777 0.4444 -4.7646 0.08
C 4.1604 -1.8281 -5.6243 0.02
H 1.9275 -1.3845 2.4691 0.12
C 2.3460 4.0300 0.7725 0.01
H 2.5404 4.1791 -3.5866 0.14
C 0.3409 4.0430 -3.7585 -0.23
H 0.8925 -2.1609 3.5916 0.12
H 2.2531 -2.6083 -1.1500 0.08
H 2.4599 1.5339 4.8371 0.08
C -0.5331 1.8224 -3.7591 -0.30
H -3.6430 2.3755 5.2778 0.09
C 4.5721 -2.8126 -3.4552 0.00
C -1.7662 0.9318 -3.8083 -0.11
C 3.2560 -2.2289 -1.4309 -0.07
C -4.7330 -3.4973 -2.1730 -0.04
H -2.1971 -5.0860 3.6998 0.12
H 6.4415 -3.4232 -6.1875 0.07
C 3.8080 2.1909 0.3561 -0.03
C 6.3324 -3.1881 -5.1592 -0.04
C 2.6225 -1.4941 -3.8432 -0.40
C -5.1968 -5.8768 -1.6645 -0.16
H 4.5919 -1.5768 -6.6169 0.13
H -0.7732 5.7229 -4.5348 0.07
C 1.0849 -1.1377 3.1161 -0.18
C -4.1083 0.6600 6.6160 -0.23
C -4.3266 -4.6612 -1.5493 -0.20
H -4.5754 1.6051 3.2620 0.06
H -2.7165 -5.5366 -0.4590 0.11
C -2.9240 -2.1854 -1.1760 -0.22
N -5.9362 3.0351 1.1882 0.06
H 3.1893 0.7473 3.3571 0.11
H 5.8599 2.5611 0.9534 0.11
O 1.5505 0.6603 -0.1561 -0.02
H -0.2032 -1.2497 1.4184 0.10
H 3.4116 1.2833 -2.2457 0.09
C 1.4722 1.8743 -0.1602 -0.63
H 2.7451 -0.2290 -6.9448 0.06
C -2.6657 0.1650 6.8230 -0.09
C 4.9934 -2.6037 -4.8031 -0.23
C 3.3388 1.6530 -3.2938 -0.02
H -1.7227 3.5261 -4.2711 0.16
C 1.6509 3.5048 -3.6527 0.03
C -1.9808 0.2009 -0.4491 -0.11
C -2.3263 -0.9007 -0.7551 -0.16
H 0.1990 0.3088 1.7709 0.07
C -0.0668 -0.6389 2.2563 -0.16
```

Values from the calculation:
- charge = +1
- multiplicity = 6
- LUMO energy (spin up / spin down) (eV) = -3.031 / -5.196
- energy (eV) = -164267.1206
- HOMO level (spin up / spin down) (eV) = -10.53 / -10.76

[2]
ORCA calculation (ωB97M-V/def2-TZVPD) on C49H54Cl2MoN3O3PS2 as an isolated structure at a distorted geometry.

```
115
Properties=species:S:1:pos:R:3:lowdin_charge:R:1
C -1.4423 -1.4128 0.3504 -0.14
H -2.3750 -3.2337 -3.7938 0.08
C 2.8294 1.8197 1.3957 -0.14
C -1.6106 -3.4428 1.3797 -0.07
C -4.1685 2.4702 0.6451 -0.06
H -4.3560 5.7378 -1.4995 0.09
C 2.5868 1.2777 -2.0832 -0.38
H -5.1713 2.6083 0.2528 0.08
H 4.4274 -2.5817 -1.8789 0.09
H -0.0479 -1.3170 -4.6826 0.08
H -3.8673 -5.9271 1.7132 0.12
C -4.1398 -4.1238 0.6153 -0.04
H -4.6795 0.6890 2.6417 0.08
C 1.2617 -1.4783 4.9766 -0.05
C -3.4064 5.3259 -1.8332 -0.07
C 5.2644 2.1234 -1.9767 -0.60
H 2.8345 -4.0731 -0.6700 0.09
C 3.1873 1.6330 -0.8505 -0.17
C -0.2107 -1.6725 1.0182 -0.18
C -2.3636 5.5550 -0.7652 -0.25
C -0.2993 -2.9905 1.6675 -0.09
C 2.2944 -0.8962 2.7477 -0.15
Cl 6.9214 2.6104 -1.9310 0.73
C 0.5421 -3.8056 2.3805 0.01
O -1.0684 5.0725 -1.2066 -0.28
C -4.9382 0.3807 -1.4575 -0.02
C 4.6733 1.8303 -3.1816 -0.10
H 4.3137 -0.8371 -1.6806 0.07
H 2.2189 -1.8965 5.2646 0.07
S -0.2844 2.5761 0.9589 0.42
C 0.0456 -5.0491 2.8409 -0.04
C 2.9441 -1.5996 0.5037 -0.14
H -5.8354 0.8404 -1.0797 0.11
H -1.5728 -6.4263 2.9513 0.12
C -0.0258 0.0970 3.5680 -0.07
C 2.5846 -1.9372 -0.9194 -0.36
C 3.7419 -1.7375 -1.8983 -0.05
H -3.1203 5.8224 -2.7541 0.09
H -2.6308 5.0714 0.1774 0.10
C -2.6274 -0.8223 -2.4546 -0.18
C 5.0179 2.3156 0.5371 0.02
H 5.5641 -1.8308 2.6270 0.11
C 4.5638 -1.6366 2.2816 -0.05
H 0.6196 -2.2912 4.6467 0.07
H -3.4778 3.0155 0.0088 0.03
H -1.8125 -3.4281 -2.1396 0.07
C 2.0065 -1.0790 1.3945 -0.20
C 2.0721 -3.3769 -1.0129 -0.03
S -1.2221 2.1465 -1.9640 0.55
H -0.6947 -0.7059 3.2687 0.08
C -2.6590 -0.2302 -1.2048 -0.31
H -0.4406 0.5371 4.4741 0.09
H -3.5421 4.2701 -2.0413 0.06
H 1.1619 5.8895 -1.1124 0.12
H -0.8539 0.1979 -4.2791 0.06
H -4.1355 2.9055 1.6404 0.09
C -2.1081 -4.6692 1.8071 -0.14
H 1.7571 -1.2800 -1.2446 0.10
H -1.7361 -1.0828 -5.1071 0.08
H -0.5497 -1.2897 -2.3024 0.11
C 3.6069 -1.1617 3.1526 -0.05
C 4.5348 2.0351 -0.7548 -0.16
H 4.4978 2.4228 2.6092 0.12
H -3.8124 -1.2524 -4.1783 0.12
C 1.3827 -0.4111 3.8807 -0.35
H 5.2377 1.9184 -4.0961 0.11
H 1.5611 -3.5317 2.5862 0.11
C -4.7131 0.2442 1.6518 -0.04
H 1.1767 -3.5341 -0.4085 0.07
H -4.4274 -0.8020 1.7419 0.07
N 0.7286 -0.7597 0.8645 0.02
C -3.7990 -0.7991 -3.2034 -0.01
H 2.7516 4.1629 0.8538 0.04
C 2.0907 4.9861 0.6194 -0.07
C -3.7893 0.3737 -0.6753 -0.18
O 1.3566 0.8386 -1.9908 -0.31
H 6.0432 2.6164 0.6716 0.10
H 2.5873 5.9183 0.8809 0.09
H -2.2255 6.6222 -0.5701 0.13
O 0.9700 3.8308 -1.2381 -0.36
C -2.3466 -2.5352 0.5679 -0.07
C -0.9860 -0.8818 -4.3479 -0.05
Cl 2.6396 0.9821 -4.7678 0.76
C -1.3871 -1.4766 -3.0036 -0.37
H 4.9505 -2.2799 0.2892 0.11
H -0.0403 0.8681 2.7938 -0.01
H -4.2118 -2.2546 -0.4588 0.11
C 3.3281 1.3962 -3.2510 -0.58
H 3.8729 -0.9891 4.1823 0.12
H 1.8297 -3.6206 -2.0434 0.08
C 4.2205 -1.8733 0.9644 -0.01
C 1.7294 4.9935 -0.8455 -0.23
C -4.9463 -0.2046 -2.7107 -0.05
H -5.1383 -4.3919 0.3103 0.11
H -0.6625 -3.4566 -3.4744 0.08
H -2.7595 0.9417 1.1058 0.10
H 2.1330 1.7619 2.2210 0.10
C -1.5704 -2.9894 -3.1058 -0.04
C -1.2325 -5.4715 2.5785 0.00
P -0.5443 3.6315 -0.8177 0.08
N -1.4919 -0.2999 -0.3994 -0.10
H 0.7010 -5.6802 3.4166 0.11
H 1.9273 0.4342 4.3266 0.14
N 2.3586 1.5296 0.2040 0.02
H 1.2036 4.8939 1.2442 0.05
C 4.1640 2.2088 1.6063 -0.02
C -3.4276 -4.9907 1.4051 0.00
H -5.8469 -0.1989 -3.3025 0.11
H 3.3571 -1.6571 -2.9119 0.08
C -3.7869 0.9986 0.7011 -0.37
H 2.6231 4.9540 -1.4766 0.13
H -5.7414 0.2829 1.3042 0.08
C -3.6153 -2.8879 0.1747 0.01
H 0.8087 -1.0404 5.8617 0.09
Mo 0.1692 0.9276 -0.4681 1.24
```

Values from the calculation:
- charge = +1
- multiplicity = 2
- LUMO energy (spin up / spin down) (eV) = -3.767 / -3.933
- energy (eV) = -120162.7689
- HOMO level (spin up / spin down) (eV) = -9.49 / -10.60